{"formula": "C49H75N7OSi3TeZr", "method": "ωB97M-V with the def2-TZVPD basis set", "charge": 2, "energy_ev": -96703.58588, "lumo_energy_ev": -5.720, "molar_mass_g_mol": 1081.27, "homo_lumo_gap_ev": 6.2, "e_above_lowest_kcal_mol": 27.40, "multiplicity": 1, "species": ["Zr", "C", "C", "C", "C", "C", "C", "C", "C", "C", "C", "H", "H", "H", "H", "H", "H", "H", "H", "H", "H", "H", "H", "H", "H", "H", "C", "Si", "C", "C", "C", "Si", "C", "C", "C", "Si", "C", "C", "C", "C", "C", "C", "C", "N", "H", "H", "H", "H", "H", "H", "H", "H", "H", "H", "H", "H", "H", "H", "H", "H", "H", "H", "H", "H", "H", "H", "H", "H", "H", "H", "H", "H", "C", "Te", "C", "C", "C", "C", "C", "C", "C", "H", "H", "H", "H", "H", "H", "H", "H", "C", "N", "N", "C", "O", "C", "C", "C", "C", "C", "C", "C", "C", "C", "H", "H", "H", "H", "H", "H", "H", "H", "H", "H", "H", "H", "C", "N", "C", "N", "C", "N", "C", "N", "C", "C", "H", "H", "H", "H", "H", "H", "H", "H", "H", "H", "H", "H"], "positions_angstrom": [[0.9130, 0.2787, 0.6179], [2.5377, -2.1183, 1.0228], [3.0863, -0.7418, 0.9708], [3.6839, -0.5405, 2.3112], [3.3161, -1.5852, 3.1217], [2.6203, -2.5543, 2.3366], [2.1834, -3.8660, 2.9001], [3.6853, -1.8124, 4.5549], [4.8635, 0.3300, 2.6368], [3.9353, -0.2938, -0.2148], [2.4610, -3.0731, -0.1353], [1.8893, -4.5800, 2.1356], [1.3273, -3.7336, 3.5703], [2.9827, -4.3121, 3.4934], [4.0018, -0.8981, 5.0516], [4.5056, -2.5286, 4.6413], [2.8476, -2.2277, 5.1184], [4.8423, 1.3399, 2.2475], [5.7519, -0.1481, 2.2107], [5.0245, 0.3884, 3.7101], [3.3779, 0.1679, -1.0323], [4.4905, -1.1422, -0.6251], [4.6730, 0.4412, 0.1042], [1.9156, -2.6960, -0.9930], [1.9985, -4.0126, 0.1645], [3.4755, -3.3198, -0.4660], [-0.3314, 4.5610, 4.0058], [-1.0802, 3.4015, 2.7038], [-1.7482, 4.5913, 1.3866], [-2.5606, 2.5820, 3.5544], [0.3251, 2.1529, 2.1267], [0.8181, 1.3809, 3.7960], [2.5394, 1.8411, 4.3545], [0.4607, -0.4372, 3.4124], [-0.1737, 1.5650, 5.3819], [1.4818, 3.3859, 1.3112], [1.6848, 5.2069, 1.6759], [3.2585, 2.8277, 1.0824], [0.9978, 3.2093, -0.5235], [0.6852, 4.2731, -1.3596], [0.7659, 4.1214, -2.7312], [1.2177, 2.9082, -3.2281], [1.4612, 1.8721, -2.3521], [1.3048, 1.9815, -1.0218], [-0.3436, 5.5925, 3.6633], [0.6948, 4.3248, 4.2814], [-0.9238, 4.5264, 4.9201], [-2.6389, 5.0466, 1.8304], [-2.0429, 4.2110, 0.4182], [-1.0487, 5.4067, 1.2100], [-2.5601, 1.4961, 3.5877], [-3.5019, 2.8871, 3.0954], [-2.5865, 2.9291, 4.5857], [3.2529, 2.0265, 3.5615], [2.9480, 1.0731, 5.0119], [2.4509, 2.7527, 4.9513], [0.9335, -0.7889, 2.4831], [-0.6222, -0.5724, 3.3402], [0.8586, -1.1111, 4.1708], [-0.3295, 2.5936, 5.6978], [0.4323, 1.0839, 6.1545], [-1.1393, 1.0696, 5.3602], [2.2369, 5.3355, 2.6064], [0.7821, 5.7974, 1.7509], [2.3020, 5.6168, 0.8717], [3.9180, 3.2891, 1.8182], [3.6134, 3.1110, 0.0900], [3.3603, 1.7503, 1.1764], [0.4156, 5.2245, -0.9234], [0.5310, 4.9403, -3.3977], [1.3898, 2.7616, -4.2851], [1.8332, 0.9385, -2.7293], [-2.5929, -3.2093, 1.3445], [-0.5523, -2.6621, 0.9344], [-0.8730, -3.5235, -0.9810], [-2.1752, -4.2779, -0.8940], [-2.5665, -5.1267, -1.9286], [-3.7715, -5.8028, -1.8650], [-4.5977, -5.6413, -0.7594], [-4.2116, -4.8090, 0.2753], [-3.0006, -4.1216, 0.2147], [-3.2477, -2.3469, 1.4207], [-2.5888, -3.7155, 2.3081], [-0.0279, -4.1688, -1.2152], [-0.9115, -2.7167, -1.7058], [-1.9121, -5.2746, -2.7795], [-4.0626, -6.4665, -2.6674], [-5.5354, -6.1759, -0.6994], [-4.8493, -4.6958, 1.1427], [0.9311, -1.9053, -6.1745], [1.3760, -1.6629, -4.8115], [0.5279, -1.2130, -3.8196], [1.2331, -1.1208, -2.6336], [0.7294, -0.7891, -1.4886], [2.5529, -1.5027, -2.9649], [2.5922, -1.8397, -4.2976], [3.7377, -2.3260, -5.1142], [-0.8330, -0.9873, -4.2034], [-1.1968, 0.2642, -4.6761], [-2.4756, 0.4485, -5.1807], [-3.3816, -0.6036, -5.1840], [-3.0077, -1.8514, -4.7040], [-1.7208, -2.0521, -4.2316], [0.1754, -1.1778, -6.4565], [0.5245, -2.9101, -6.2865], [1.7899, -1.7846, -6.8288], [3.3806, -1.5728, -2.2971], [4.5674, -2.5850, -4.4620], [4.0778, -1.5546, -5.8070], [3.4674, -3.2073, -5.6945], [-0.4778, 1.0744, -4.6665], [-2.7647, 1.4134, -5.5742], [-4.3789, -0.4537, -5.5727], [-3.7116, -2.6714, -4.7080], [-1.4051, -3.0273, -3.8932], [-2.5582, 0.4425, 1.1003], [-1.7472, 0.4550, -0.1531], [-1.8675, 1.8194, -0.7253], [-3.2437, 2.2343, -0.9432], [-3.9862, 2.1560, 0.3206], [-3.9458, 0.8107, 0.8878], [-4.5429, -0.1059, -0.0847], [-3.8162, -0.0767, -1.3547], [-2.4355, -0.4556, -1.1111], [-3.8563, 1.2910, -1.8742], [-2.0964, 1.1319, 1.8000], [-2.5198, -0.5626, 1.5132], [-1.3381, 1.8317, -1.6836], [-1.3793, 2.4990, -0.0371], [-5.0236, 2.4369, 0.1368], [-3.5612, 2.8527, 1.0342], [-5.5788, 0.1863, -0.2583], [-4.5355, -1.1223, 0.3097], [-1.8808, -0.4331, -2.0437], [-2.4205, -1.4661, -0.7125], [-4.8945, 1.5771, -2.0466], [-3.3185, 1.3317, -2.8194]]}